A structure of composition C2H4NO2 in a non-equilibrium geometry, computed with ωB97M-V/def2-TZVPD.

```
9
Properties=species:S:1:pos:R:3:forces:R:3
C 0.090 0.604 0.789 0.1150 0.2365 0.0096
C 0.541 -0.693 0.178 -0.0181 -0.2857 0.2964
N 1.310 0.313 0.020 -0.7680 0.3017 0.2974
O 2.318 0.979 -0.453 0.6909 0.1641 -0.3217
O 0.298 -1.891 0.043 -0.0117 -0.4344 -0.2426
H -0.686 1.213 0.318 -0.0777 0.0473 -0.1422
H 0.204 0.811 1.857 0.0789 -0.0250 0.1445
H -2.006 -0.878 -1.046 -0.0350 0.6899 -1.1446
H -2.069 -0.459 -1.706 0.0256 -0.6943 1.1033
```
Forces are in eV/Å.

## Properties
- Net charge: -1
- Kohn-Sham gap: 7.2 eV
- LUMO: 4.6805 eV
- Strongest force on any atom: 1.3 eV/Å
- Energy above the lowest of the compared OMol25 structures with the same formula, charge and spin: 117.9 kcal/mol
- HOMO: -2.4874 eV

The Löwdin scheme yields these atomic charges, measured in e:
1 C -0.07
2 C -0.54
3 N -0.23
4 O -0.25
5 O -0.09
6 H 0.06
7 H 0.06
8 H 0.03
9 H 0.03